Entry 1:
The following is a DFT calculation (wB97M-V/def2-TZVPD) of a molecular structure, C4H5HoLiO7.

Last column: Löwdin spin population.
Geometry (Å):
1 O -0.0277 0.5962 4.4145  0.000
2 C 0.1429 0.9338 3.2141  0.000
3 O 0.5193 2.0843 2.8763  0.000
4 O -0.1703 0.0169 2.2900  0.000
5 C 0.2767 0.2138 0.9490  0.001
6 O 0.8852 -1.0422 -0.9628  0.061
7 C -0.6244 -0.3398 -3.2745  0.012
8 C 0.1074 -1.0896 0.1775  0.002
9 O -1.1877 -1.4829 -3.2157  0.053
10 O 0.4904 -0.2842 -3.8967  0.052
11 Li 0.6461 2.3841 4.8168  0.000
12 Ho 1.0140 -2.5928 -3.1377  4.813
13 H 1.3368 0.5087 0.9420  0.000
14 H -0.3074 1.0120 0.4689  0.000
15 H 0.3414 -1.9177 0.8797  0.000
16 H -0.9595 -1.2183 -0.0963  0.000
17 O -1.4689 0.7140 -3.3809  0.003
18 H -1.0140 1.5037 -3.0642  0.001

Force components x, y, z for each atom (eV/Å):
0.2296 0.2384 0.3852
-0.6073 0.0191 0.1468
0.4981 0.4848 0.0714
0.1012 -0.3660 0.1155
0.1569 0.4891 -0.3053
0.7475 -1.8078 -2.4600
-1.2670 -1.5834 -5.1121
-0.5499 -0.3853 0.2293
1.0925 -0.5271 1.7171
1.2937 -0.4494 1.9138
-0.2888 -0.6473 -0.7061
-2.2016 4.4243 2.2275
-0.3014 -0.1184 -0.0025
0.1848 -0.0713 0.1701
0.1333 0.1727 -0.2551
0.0963 0.0384 0.2449
0.5779 -0.1417 1.8908
0.1043 0.2311 -0.2712

Properties
- E_HOMO (alpha / beta): -7.180 / -8.317 eV
- Orbital gap (alpha / beta): 6.312 / 6.537 eV
- 2S+1: 6
- Energy: -44563.52373 eV

Entry 2:
The following is a DFT calculation (wB97M-V/def2-TZVPD) of a molecular structure, C15H17Br2IrN6O2S.

Last column: Löwdin spin population.
Geometry (Å):
1 Ir 0.0467 -0.6038 0.5254  0.000
2 O 0.4498 4.8005 1.0578  0.199
3 C 1.6641 4.4385 1.2879  0.162
4 C 2.6091 5.4904 1.5315  0.161
5 C 3.9145 5.1866 1.7948  0.000
6 C 4.3176 3.8437 1.8200  0.280
7 C 3.3951 2.7921 1.5709  0.076
8 C 2.0819 3.0551 1.3066  0.084
9 C 1.1302 1.9504 1.0340  0.004
10 O 1.5905 0.7486 1.0013  0.000
11 N -0.1317 2.2861 0.8361  0.011
12 N -0.8723 1.1700 0.5490  -0.002
13 C -2.1440 1.1547 0.3839  0.006
14 C -2.7257 -0.1426 0.0242  0.000
15 C -4.0504 -0.2794 -0.3283  0.002
16 C -4.5062 -1.5117 -0.7968  0.000
17 C -3.6077 -2.5520 -0.9131  0.001
18 C -2.2859 -2.3622 -0.5210  0.001
19 N -1.8521 -1.2008 -0.0368  0.001
20 H -0.1262 3.9948 0.9090  0.002
21 H 2.2386 6.5072 1.4985  0.004
22 H 4.6339 5.9718 1.9827  -0.004
23 H 5.3497 3.5957 2.0306  0.011
24 H 3.7395 1.7664 1.5862  0.001
25 H -2.7406 2.0576 0.4606  0.000
26 H -4.7154 0.5713 -0.2586  0.000
27 H -5.5422 -1.6389 -1.0810  0.000
28 H -3.9060 -3.5142 -1.3053  0.000
29 H -1.5602 -3.1603 -0.5906  0.000
30 N -0.3348 -0.8457 2.5579  0.000
31 N -0.6480 -2.1912 2.8941  0.000
32 C -0.0117 -3.1826 2.2166  0.000
33 N -0.0698 -4.4024 2.7104  0.000
34 S 0.8167 -2.8574 0.7642  0.000
35 H 0.5278 -0.5682 3.0380  0.000
36 H -1.0886 -0.2566 2.9147  0.000
37 H -0.9867 -2.3396 3.8374  0.000
38 H -0.4801 -4.6210 3.6077  0.000
39 H 0.3518 -5.1686 2.2040  0.000
40 Br 3.8090 -1.2230 -0.2614  0.000
41 C 2.9158 -0.8266 -1.8722  0.000
42 Br 0.9179 -0.5313 -1.8463  0.000
43 H 3.0036 -1.6577 -2.5614  0.000
44 H 3.2713 0.1099 -2.2815  0.000

Force components x, y, z for each atom (eV/Å):
0.1717 -0.1261 0.0871
0.0193 0.0321 0.0097
-0.0103 0.0054 0.0130
-0.0029 0.0024 0.0017
0.0054 -0.0051 -0.0006
-0.0026 0.0049 -0.0009
0.0105 -0.0055 -0.0165
-0.0067 0.0010 0.0018
-0.0001 -0.0331 -0.0452
0.0356 -0.2311 0.3427
0.0227 -0.0525 -0.0128
-0.0296 -0.0033 -0.2295
0.0450 0.0715 -0.0211
0.0374 -0.0326 -0.0712
-0.0079 0.0026 0.0097
0.0061 0.0123 0.0098
0.0257 -0.0130 0.0040
-0.0450 -0.0639 0.0865
-0.0406 0.1838 -0.0680
-0.0091 -0.0207 -0.0169
0.0010 0.0002 0.0022
-0.0011 0.0008 0.0011
0.0008 0.0006 -0.0019
-0.0034 -0.0006 -0.0033
-0.0125 -0.0057 -0.0147
-0.0030 -0.0022 -0.0097
0.0019 0.0054 -0.0121
-0.0088 -0.0019 0.0116
0.0176 0.0065 0.0009
0.0168 -0.0721 -0.0527
-0.0429 0.0170 -0.0563
0.0009 -0.0421 -0.0122
0.0110 0.0093 0.0164
0.1806 0.2290 0.1381
-0.0324 0.0642 0.0282
-0.0657 -0.0543 -0.0595
0.0589 0.0005 0.0260
-0.0036 -0.0008 -0.0014
-0.0019 0.0005 -0.0054
-0.1525 -0.0333 -0.0027
0.0729 0.0436 -0.1630
-0.2759 0.1019 0.1456
0.0033 0.0252 -0.0242
0.0134 -0.0207 -0.0346

Properties
- E_HOMO (alpha / beta): -17.868 / -17.906 eV
- Orbital gap (alpha / beta): 8.056 / 6.341 eV
- 2S+1: 2
- Energy: -182599.51953 eV
- Net charge: +3

Entry 3:
The following is a DFT calculation (wB97M-V/def2-TZVPD) of a molecular structure, C13H34N3O6Ti.

Last column: Löwdin spin population.
Geometry (Å):
1 Ti -0.6051 1.2639 -12.6936  2.994
2 O 1.3709 7.8029 -12.1415  0.000
3 C 1.0734 6.5618 -12.5076  0.000
4 O 1.8015 6.0169 -13.3632  0.000
5 O 0.1420 5.8725 -12.0098  -0.002
6 H 1.9888 7.8932 -12.8707  0.000
7 C -0.1183 -4.7437 -9.6532  0.000
8 C -0.3932 -3.2596 -10.0391  0.000
9 C -0.2050 -2.3930 -8.7443  0.000
10 O -0.8217 -1.1278 -9.0089  0.005
11 C -0.9358 -0.2615 -7.9864  0.001
12 N 0.4750 -2.7800 -11.1269  0.000
13 H -0.8338 -5.0604 -8.8943  0.000
14 H 0.8836 -4.9777 -9.2933  0.000
15 H -0.2438 -5.3282 -10.5646  0.000
16 H -1.4312 -3.3145 -10.3671  0.000
17 H 0.8588 -2.2568 -8.5496  0.000
18 H -0.6616 -2.9237 -7.9088  0.000
19 H 0.0250 0.0762 -7.5980  0.000
20 H -1.4449 -0.7276 -7.1428  0.000
21 H -1.4777 0.6147 -8.3425  0.001
22 H 0.5141 -3.5168 -11.8167  0.000
23 H 1.4330 -2.8543 -10.8157  0.000
24 C -6.1085 -1.2615 -15.1944  0.000
25 C -6.3509 0.0717 -15.7715  0.000
26 C -7.8749 0.4273 -16.0873  0.000
27 O -8.1629 1.7122 -16.6748  0.000
28 C -9.4986 1.7331 -17.2601  0.000
29 N -5.8011 1.0756 -14.9148  0.000
30 H -6.3841 -1.2281 -14.1403  0.000
31 H -5.0366 -1.4472 -15.2627  0.000
32 H -6.6123 -2.0939 -15.6856  0.000
33 H -5.7657 0.1365 -16.6888  0.000
34 H -8.3711 0.4206 -15.1168  0.000
35 H -8.1764 -0.3744 -16.7614  0.000
36 H -9.5793 2.6608 -17.8266  0.000
37 H -10.3017 1.6887 -16.5244  0.000
38 H -9.5516 0.9438 -18.0099  0.000
39 H -6.2260 0.9174 -14.0123  0.000
40 H -6.2028 1.8956 -15.3465  0.000
41 C 0.7694 -0.4668 -19.4359  0.000
42 C 1.7245 0.2967 -18.5263  0.000
43 C 2.8694 1.0861 -19.3474  0.000
44 O 3.6030 0.4755 -20.4350  0.000
45 C 4.4224 -0.5940 -20.0348  0.000
46 N 0.9629 1.2187 -17.7004  0.000
47 H 0.0983 -1.1504 -18.9158  0.000
48 H 1.3197 -1.1704 -20.0606  0.000
49 H 0.1139 0.1209 -20.0786  0.000
50 H 2.1090 -0.4937 -17.8817  0.000
51 H 3.5347 1.6340 -18.6802  0.000
52 H 2.3708 1.9688 -19.7478  0.000
53 H 4.8572 -1.0390 -20.9297  0.000
54 H 3.8053 -1.3273 -19.5156  0.000
55 H 5.1932 -0.1849 -19.3816  0.000
56 H 1.5456 1.9342 -17.2898  0.000
57 H 0.2856 1.6704 -18.2982  0.000

Force components x, y, z for each atom (eV/Å):
0.1703 0.3337 0.1212
-0.2536 1.1421 0.2036
-1.7210 -5.3460 -0.0681
1.5647 0.9706 -1.2833
-0.6587 1.5194 1.1977
0.9179 1.1181 -0.0941
0.0046 0.4069 -0.4363
1.0319 -0.8973 1.6094
-0.8844 0.2838 -1.9397
0.3520 -2.0469 -2.1436
0.0391 1.1121 1.8662
-0.1547 -0.1937 0.0209
-0.0397 -0.1681 -0.1061
0.1496 0.3773 0.1216
-0.2003 -0.2711 0.0951
-0.0477 0.8049 0.0115
0.2187 -0.0214 0.1009
-0.1936 0.2163 0.2167
0.3652 0.1543 0.0121
-0.3930 0.1511 0.2657
-0.1216 -0.0400 0.1804
-0.5510 -0.1080 -0.6014
0.3706 0.4940 0.5506
-0.0026 -0.9846 0.4762
-1.1452 1.4752 -1.9327
0.9626 -0.5547 0.0098
-0.1071 -0.7504 -0.0782
1.4669 0.2521 -0.2357
0.4021 0.3624 0.0911
-0.0876 -0.3676 0.1542
0.0129 -0.1019 0.1872
-0.1496 0.1094 -0.0164
-0.2951 0.0384 -0.4782
-0.4090 -0.5145 0.0884
-0.6669 -0.0577 0.0425
0.0787 0.1317 0.2906
0.1131 -0.2251 0.1248
-0.3065 -0.3010 0.1981
-0.1183 0.5424 0.3881
0.2982 0.9318 0.7166
-0.0527 -0.7429 -0.4735
0.5928 -0.2405 -1.0382
-0.6514 0.0602 -0.1493
-1.4446 0.6433 0.6600
-0.3165 0.3712 0.2037
-0.0386 -0.1015 -0.0292
-0.0336 0.2909 0.6401
0.2536 0.3047 -0.3277
0.2928 0.4032 -0.0772
0.6357 0.2549 0.1574
0.5943 -0.7033 0.6516
-0.4283 -0.3078 -0.7365
0.0139 0.0695 0.1020
0.2723 -0.3342 0.1622
0.3092 -0.3949 0.1850
0.1017 0.1373 0.0705
-0.1122 0.3122 0.0717

Properties
- E_HOMO (alpha / beta): -5.921 / -5.939 eV
- Orbital gap (alpha / beta): 3.619 / 3.905 eV
- 2S+1: 4
- Energy: -53893.85052 eV

Entry 4:
The following is a DFT calculation (wB97M-V/def2-TZVPD) of 2 unconnected molecules or ions with the total composition CH4FOPS.

Last column: Löwdin spin population.
Geometry (Å):
1 C -1.4720 0.7129 -0.0768  0.817
2 O 0.9555 -1.4982 -0.3097  0.096
3 F 1.4579 -0.3919 1.7778  0.074
4 P 1.2444 -0.0240 0.2050  0.404
5 S 2.7937 0.9363 -0.4743  0.451
6 H -1.6393 -0.3250 -0.4091  0.048
7 H -2.0065 1.0730 0.7138  0.058
8 H -1.4371 1.3691 -0.8942  0.048
9 H 0.1034 -1.8523 -0.5323  0.003

Force components x, y, z for each atom (eV/Å):
-0.7665 -1.7891 -2.0547
1.2395 -0.5398 -0.3685
-0.1274 0.2425 -0.9018
0.8343 0.3224 1.4734
-0.1721 -0.4746 -0.0855
0.2393 0.4147 0.5851
-1.1001 0.6326 2.3441
0.5466 0.9612 -0.9814
-0.6936 0.2300 -0.0106

Properties
- E_HOMO (alpha / beta): -7.823 / -9.888 eV
- Orbital gap (alpha / beta): 8.314 / 7.197 eV
- 2S+1: 3
- Energy: -25988.81479 eV

Entry 5:
The following is a DFT calculation (wB97M-V/def2-TZVPD) of 2 unconnected molecules or ions with the total composition C5H14NO.

Last column: Mulliken charge in e.
Geometry (Å):
1 C -0.2542 1.7047 0.8319  -1.272
2 C 0.0447 0.3735 1.5501  -0.455
3 C -0.9589 -0.7562 1.2153  -0.660
4 C -1.3273 -0.9398 -0.2489  -0.452
5 C 0.0517 -1.3487 -2.2254  -0.083
6 N -0.2994 -0.6010 -1.2604  0.266
7 H -0.0367 1.7470 -0.2277  0.396
8 H 0.2320 2.5109 1.3779  0.373
9 H -1.3396 1.8906 0.9254  0.362
10 H 0.1030 0.7416 2.5825  0.377
11 H 1.0450 -0.0215 1.3842  0.260
12 H -1.8962 -0.4703 1.6936  0.318
13 H -0.5698 -1.6500 1.6874  0.378
14 H -2.1197 -0.2086 -0.4076  0.287
15 H -1.5642 -1.9832 -0.4019  0.368
16 H 0.3600 -0.9503 -3.1994  0.307
17 H -0.2922 -2.3803 -2.2377  0.270
18 H 0.2332 0.2205 -0.9474  -0.059
19 H 2.8963 0.4864 -1.4595  0.284
20 H 3.1081 1.1324 -0.0709  0.312
21 O 2.5842 0.5022 -0.5614  -0.580

Force components x, y, z for each atom (eV/Å):
-0.8197 -0.3712 0.5209
0.2664 0.6468 -0.4832
0.6274 1.1124 1.2876
0.7859 -0.2011 0.6261
-1.4696 -0.0048 -1.0397
0.7436 -0.2922 1.4830
0.3249 0.3509 -0.1935
0.1694 0.1175 -0.4531
0.3328 0.0608 -0.0337
-0.6449 -1.1089 0.1725
0.2152 0.2760 -0.3992
-0.1077 -0.4050 0.1389
-0.2024 -0.3849 -0.1418
-0.2251 -0.4327 -0.6878
-0.7590 -0.0120 -0.3141
1.2711 0.0578 0.8013
-0.2963 0.1167 0.0290
-0.1076 0.4922 -1.1176
0.5796 0.2031 -0.4072
0.3059 0.2791 0.0148
-0.9899 -0.5007 0.1968

Properties
- E_HOMO: -15.116 eV
- Orbital gap: 9.893 eV
- Energy: -8941.73879 eV
- Net charge: +1

Entry 6:
The following is a DFT calculation (wB97M-V/def2-TZVPD) of 2 unconnected molecules or ions with the total composition C4H14N2O.

Last column: Mulliken charge in e.
Geometry (Å):
1 C 0.0108 0.2157 2.0598  -0.944
2 N 0.6902 0.4770 0.7361  -0.381
3 C -0.0948 0.4928 -0.5274  -0.010
4 C -1.2160 -0.5921 -0.4729  -1.196
5 C -0.6935 1.9261 -0.5146  -0.605
6 N -1.3073 2.2989 -1.7948  -0.649
7 H -0.0395 -0.8697 2.1864  0.328
8 H 0.5351 0.7323 2.8531  0.296
9 H -1.0586 0.3203 1.8337  0.302
10 H 1.4706 -0.1639 0.7044  0.268
11 H 0.5094 0.3076 -1.4163  0.426
12 H -0.7177 -1.5502 -0.2504  0.325
13 H -1.9051 -0.6782 -1.3216  0.360
14 H -1.8711 -0.4487 0.3893  0.278
15 H -1.2415 1.9012 0.4284  0.429
16 H 0.1663 2.6108 -0.3456  0.295
17 H -0.5300 2.5717 -2.3818  0.257
18 H -1.8709 3.1280 -1.6459  0.221
19 O 2.7681 -4.2048 -0.5123  -0.615
20 H 2.9449 -3.6311 0.2419  0.297
21 H 3.4505 -4.8434 -0.2496  0.318

Force components x, y, z for each atom (eV/Å):
-0.5402 -1.2858 -3.0045
0.8690 -0.3296 0.5165
-1.6752 0.1487 1.3926
0.3786 -0.2234 0.2814
2.1392 -0.4164 -0.4651
-0.7156 -0.2105 0.8032
0.6532 -0.1493 0.7070
-0.5790 0.2025 0.1702
0.2517 1.2797 1.1511
0.0147 0.0473 -0.4309
0.3948 0.1236 0.3051
-0.2532 0.0702 -0.4956
0.5859 0.1344 -0.1106
-0.0228 0.2691 -0.0818
-0.9364 0.6888 -0.5818
-0.3589 -0.4425 0.3086
-0.1660 0.0764 -0.2244
-0.0396 0.0133 -0.2461
0.9451 -0.2639 0.9387
-0.6589 0.7642 -0.1135
-0.2865 -0.4968 -0.8202

Properties
- E_HOMO: -8.501 eV
- Orbital gap: 9.139 eV
- SMILES: CN[C@@H](C)CN.O
- Energy: -9401.31418 eV

Per-record energy above the lowest of the compared OMol25 structures with the same formula, charge and spin, kcal/mol: 21.6, 5.1, 100.2, 23.9, 52.3, 52.9